Computed, not measured: C5H10O in the gas phase, with the ωB97M-V functional and the def2-TZVPD basis.

Each line ends with the Löwdin charge.
CARTESIAN COORDINATES (ANGSTROEM)
O (1.4747, 0.3664, -0.4329)  -0.18
C (-1.5625, -0.3723, -0.8940)  -0.12
C (0.4301, 0.4172, 0.5144)  -0.23
C (2.5016, -0.5178, -0.0783)  -0.13
C (-2.1498, 0.2400, 0.3458)  -0.12
C (-0.8488, 0.7505, -0.2010)  -0.28
H (-1.1218, -1.3631, -0.8080)  0.10
H (-3.0284, 0.8696, 0.2434)  0.10
H (2.9258, -0.2932, 0.9123)  0.09
H (-2.0374, -0.1801, -1.8508)  0.10
H (2.1411, -1.5589, -0.0672)  0.09
H (-2.1226, -0.3421, 1.2638)  0.10
H (-0.8609, 1.7240, -0.6870)  0.14
H (0.6667, 1.1536, 1.3001)  0.13
H (3.2863, -0.4220, -0.8331)  0.09
H (0.3128, -0.5592, 1.0145)  0.12

Cartesian forces (eV/Å) of the 6 atoms listed first:
O -0.03 0.07 -0.08
C 0.01 -0.12 -0.16
C -0.24 -0.04 0.15
C 0.27 -0.20 0.04
C -0.15 0.03 0.17
C 0.10 0.11 0.01

Properties
Total charge   0
SMILES   COCC1CC1
Energy relative to the best compared isomer or geometry (same formula, charge and spin)   36.3 kcal/mol
HOMO   -0.358 Ha
Largest force on an atom   0.3 eV/A
E_tot   -271.694821 Eh